1.
73
Properties=species:S:1:pos:R:3:forces:R:3 method="wB97M-V/def2-TZVPD" charge=-1 e_lumo_ev=2.19 homo_energy_ev=-4.931 multiplicity=1 de_lowest_kcal_mol=18.6
F -3.331710 -9.307445 3.015386 0.0 -0.1 -0.1
As -0.674888 3.073739 -5.921627 -0.2 0.1 -0.1
H 0.640584 4.608723 0.780682 0.0 0.0 0.1
H -1.692688 0.740622 -5.915422 0.0 0.0 0.0
C -3.079389 -6.872271 0.548026 0.0 0.2 -0.1
C 2.833551 3.261276 -0.573161 0.1 0.1 0.0
H 0.009508 -5.706523 2.529650 0.0 0.0 0.0
O 0.954917 1.463573 3.537413 0.0 0.4 1.1
H -0.960264 3.002675 -1.217710 -0.1 0.0 0.0
H -1.799365 -2.519938 -1.842021 0.0 0.0 0.0
C -0.864792 -3.854288 0.800725 -0.2 -0.4 0.0
H 1.536187 4.299575 -6.058360 0.0 0.0 0.0
C 1.285754 2.749262 8.117506 0.0 0.0 0.0
C -3.018679 -9.109235 1.713424 0.0 0.4 -0.1
H 1.100091 2.549794 9.166306 0.0 0.0 0.0
C -1.427137 -5.155860 1.041252 0.3 0.3 0.0
C 1.195116 3.337943 -6.442562 0.1 0.0 0.0
As 1.189343 2.298352 -0.137523 -0.1 0.1 -0.1
N -0.179719 0.239754 5.145946 0.3 0.3 0.3
H 0.079347 4.221210 -3.924950 0.0 0.1 0.1
C -2.495177 -7.725850 1.467691 0.0 -0.2 0.1
H -0.717318 1.054952 -7.359676 0.0 -0.1 0.0
C 0.092932 2.275331 -2.973848 0.0 0.1 0.1
C -1.383380 -7.299622 2.184669 0.2 0.2 0.1
H 1.058857 3.460982 2.111292 0.0 0.0 0.0
F -2.111548 -10.063460 1.396606 -0.1 0.0 0.1
H -0.618223 0.432467 -3.868213 0.0 0.0 0.1
N 0.581809 1.224203 4.780918 0.3 0.6 0.4
H -2.904814 -1.192653 -2.270028 0.0 0.0 0.0
C -0.752664 1.154246 -6.274355 0.0 -0.1 -0.1
H 3.374002 3.434880 0.357462 0.0 0.0 0.0
H -0.531203 3.404792 1.373550 0.0 0.0 0.0
C -0.780146 1.005538 -2.954107 0.0 0.0 0.1
H -1.833030 1.309667 -2.956835 0.0 0.0 0.0
H 1.843026 2.549837 -6.062747 0.0 0.1 -0.1
O -0.526091 -0.508246 4.215853 -0.5 -0.3 0.8
H 0.076226 0.604556 -5.834075 0.0 0.0 0.0
C 1.039241 2.107501 5.822751 -0.2 -0.4 -0.7
C -0.506130 3.296342 -3.970305 0.1 -0.1 0.0
C 2.004716 3.879878 7.738060 0.0 -0.1 -0.1
H 1.248575 3.363022 -7.530529 0.0 0.0 0.0
F -4.129893 -9.377034 0.996582 0.1 -0.1 0.1
C 1.000318 -1.175282 -2.002995 -0.1 0.1 0.1
C 0.803610 1.858720 7.170710 0.0 0.0 0.2
H 2.799836 4.974332 6.069307 0.0 0.0 0.0
H 2.133364 2.861014 -3.467583 0.0 0.0 0.0
C 0.061614 2.994780 -1.605213 0.1 -0.1 0.0
Rb 0.174700 -0.218485 1.847710 0.0 -0.7 -1.4
C -0.857578 -6.037201 1.974671 0.0 -0.1 0.1
C -0.376941 -2.747151 0.559526 -0.1 -0.4 -0.1
H 2.381363 4.567500 8.484940 0.0 0.0 0.0
H 2.601119 4.219903 -1.039695 0.1 0.0 0.0
H 0.250516 0.978426 7.465084 0.0 0.0 0.0
H 0.964921 -2.204581 -1.654245 0.0 0.0 0.0
C 1.758123 3.222255 5.426112 0.2 0.2 0.3
C 0.522520 3.598462 1.174817 0.0 -0.1 -0.1
H 1.560542 1.433823 -4.337062 0.0 0.0 0.0
H 3.458011 2.669872 -1.238412 0.0 0.0 0.0
H 2.026816 1.295167 -2.660445 -0.1 0.0 0.1
H 1.938564 3.365121 4.372441 0.0 0.0 0.0
H -3.004911 -4.937103 -0.380807 0.0 0.0 0.0
As -0.679455 -0.315543 -1.437013 0.1 0.2 -0.5
H 0.362664 4.040276 -1.713945 0.0 0.0 -0.1
C 2.236612 4.105497 6.389703 0.0 0.0 -0.1
H -1.607458 -1.654586 -3.404854 0.0 -0.1 0.0
H -0.924229 -7.959771 2.912040 0.0 0.0 0.0
C -2.551098 -5.604239 0.340489 -0.2 -0.2 -0.1
H -1.510216 3.562351 -3.636000 -0.1 0.0 0.1
C -1.882762 -1.561258 -2.353838 0.0 0.0 0.1
H 1.099361 -1.120468 -3.088454 0.0 0.0 0.0
C 1.533318 1.950426 -3.377660 0.0 0.0 0.0
H -3.949495 -7.191430 -0.010789 0.0 0.0 0.0
H 1.850716 -0.683096 -1.532239 0.0 0.0 0.0



2.
99
Properties=species:S:1:pos:R:3:forces:R:3 method="wB97M-V/def2-TZVPD" charge=0 e_lumo_ev=-0.24 s2=8.7515 homo_energy_ev=-9.529 multiplicity=6 de_lowest_kcal_mol=0.0
H 0.606879 -3.521252 1.217821 0.4 0.4 -0.3
C 0.754136 -5.511096 -5.152923 0.0 0.6 0.1
O -2.032180 3.563357 2.539098 0.5 0.5 0.1
O 1.251792 -0.331183 -1.520867 -0.6 0.4 0.3
O 3.535989 -0.894073 1.420440 -0.3 0.5 0.0
H -0.707338 4.551917 -4.283351 0.3 -0.1 -0.1
H -5.194400 0.685688 2.653638 0.2 0.2 0.0
O 1.635449 4.674930 0.486056 -0.1 0.1 -0.2
O 1.902484 -1.014347 -3.551478 0.3 -0.3 -0.3
C 4.351370 3.359469 5.028815 0.4 -0.1 -0.4
O 6.744937 3.580840 4.582639 0.4 0.1 0.2
O 2.538664 -2.808695 1.768813 0.6 -0.3 0.0
H -2.253405 -1.524067 -4.394310 0.1 0.2 0.0
O -3.207741 0.240742 2.422361 0.0 0.0 -0.2
O -0.236971 2.108793 -1.335624 0.3 -0.4 0.1
O 3.192081 4.419084 2.099824 0.0 0.4 0.0
C -2.900574 -1.316658 -3.552956 -1.3 0.1 0.1
C -2.122943 -3.098946 2.480489 0.8 -0.5 0.5
C 3.857264 -2.380852 -2.618155 -0.2 -1.0 -0.7
O 1.737135 1.732427 0.554608 0.0 -0.1 -0.4
H -0.652984 4.437707 0.073829 0.0 -0.1 0.0
H -3.404410 3.983363 3.922847 -0.2 0.6 0.1
H -1.264276 -3.188169 3.152000 -0.1 0.2 0.0
H -4.245625 2.114058 -0.916273 0.1 0.0 0.1
H -4.790736 -0.881502 3.302776 0.3 -0.1 -0.1
H -2.065585 3.344393 -0.112052 0.3 -0.1 0.1
O 4.284016 3.441948 6.213189 -0.2 -0.1 0.2
O 5.282461 3.448651 2.882110 -0.3 -0.2 0.1
H 0.944261 -0.529233 -5.245635 -0.1 -0.3 -0.1
O 3.394251 2.102227 1.994890 0.3 -0.1 0.2
H 4.320762 -1.734387 -3.358716 0.0 0.2 0.2
O -0.733879 1.954311 1.777378 0.3 -0.1 -0.7
O -2.066439 0.385082 -0.594112 -0.2 0.1 0.0
H -2.768706 -3.938271 2.713264 -0.2 0.1 -0.3
C -0.455287 -3.312263 -1.469035 -0.3 -0.2 -0.8
H -1.745867 -3.114282 1.461959 -0.3 0.0 -0.1
H -3.292409 -2.258608 -3.160091 0.5 0.0 0.3
C -2.701142 0.022328 -1.559354 -0.2 -0.1 0.0
H -1.793469 4.413892 4.519377 0.3 -0.4 -0.2
C 1.972937 -0.968806 -2.239948 0.1 -0.1 -0.3
C 0.429589 1.648552 4.167993 0.2 -0.8 -0.5
H -5.725589 1.133163 -1.124036 0.2 0.0 -0.5
C -1.117388 3.548582 -4.395014 -0.8 1.1 0.0
C -1.554781 4.228074 -0.494688 -0.4 -0.1 0.5
C 1.434664 -3.681721 1.912496 -1.3 0.0 0.4
O -2.152063 -0.576241 -2.587222 0.8 -0.4 0.2
H -4.223743 0.577212 4.149882 -0.2 0.0 0.0
O 0.014287 -3.414458 -2.687664 0.0 0.4 -0.1
C -1.029563 2.707614 2.662171 -0.5 -0.3 0.7
O -0.542057 2.656365 -3.459518 0.3 -0.7 -0.2
C 5.636758 3.483015 4.173269 -0.1 0.1 -0.2
O -4.005083 0.203998 -1.692958 -0.4 -0.1 -0.7
C 2.480826 2.470399 1.149026 -0.4 -0.1 0.1
B -0.255915 -4.774067 -3.240313 0.2 0.0 -0.2
H 1.775003 -4.702987 1.783775 0.3 0.1 0.1
C -2.378079 -0.789015 2.273358 -0.7 0.5 0.1
H 1.006668 -3.530356 2.906874 0.2 -0.2 0.0
O -0.489677 2.702738 3.868398 -0.2 0.0 0.4
Mn -0.002154 0.301819 0.241302 0.3 0.7 -0.5
O 3.364209 3.119807 4.175049 -0.4 0.2 0.0
O -1.244061 4.036600 -1.882691 -0.1 0.0 -0.2
O -1.264844 -4.706975 -4.313093 0.1 0.1 0.3
H 4.958850 -2.129531 2.298383 -0.1 0.0 0.0
H -2.259547 5.052367 -0.410787 0.2 0.2 -0.4
O 2.961901 -1.690422 -1.755357 0.4 0.1 0.8
H -4.691702 0.740956 0.185138 0.5 0.2 0.0
C -0.929000 -4.709938 -1.055823 0.1 -0.9 0.6
H 0.027067 0.641523 4.005068 -0.5 0.3 -0.1
H -0.094825 -1.273440 -3.947298 0.1 -0.1 -0.2
H 5.536863 -0.839781 1.243279 -0.1 0.1 -0.1
C 0.701482 -0.577630 -4.189750 -0.2 0.7 0.2
B 3.845467 3.281890 2.796219 0.0 0.1 -0.2
C -0.635834 2.882091 -2.155352 -0.5 0.8 0.0
O -1.349544 -5.010225 0.031356 0.0 0.3 -0.1
H -2.450780 5.423399 3.269387 -0.5 0.0 -0.1
O -2.853522 -1.903435 2.784014 0.0 -0.2 -0.2
C 2.392041 -1.527270 1.506630 0.3 -0.2 -1.1
O 1.575245 -5.838239 -5.948473 0.0 -0.2 0.0
C 4.771853 -1.599565 1.364509 0.3 -0.3 0.4
C -2.440381 4.406020 3.649164 -0.1 -0.2 -0.2
C -0.715414 -5.119007 -5.451707 0.1 -0.4 -0.3
H -3.798206 -0.751924 -3.809989 0.3 0.1 -0.5
H 4.600771 -2.876133 -2.000225 0.1 0.3 0.2
O -0.730722 -5.536483 -2.062192 -0.1 0.3 -0.2
C -4.675573 1.120059 -0.838465 -0.5 -0.3 0.8
O 0.957121 -5.291615 -3.851010 0.0 -0.3 0.2
H 0.656937 1.719247 5.223710 0.4 0.4 -0.1
O -1.321906 -0.643981 1.716694 0.3 -0.8 0.2
O -1.234738 -5.187330 -6.522859 -0.2 0.2 0.1
H 1.272343 1.714946 3.484078 0.3 0.2 0.5
H 4.784459 -2.306040 0.537114 -0.1 0.1 0.0
O 1.341758 -0.974641 1.264199 -0.3 -0.4 0.8
H 3.324969 -3.184723 -3.134729 -0.1 0.2 -0.1
O -0.552580 -2.301942 -0.836867 -0.1 0.3 0.9
H -0.978869 3.175056 -5.403230 0.4 -0.2 0.1
H -2.194618 3.672936 -4.250496 0.0 -0.3 0.2
C -4.418757 0.129573 3.176462 -0.3 0.1 0.3
H 0.415791 0.418986 -3.853274 0.1 0.0 0.1
C 2.374127 4.013620 1.152717 0.3 -0.3 0.6



| no. | Kohn-Sham gap (eV) | DFT total energy (eV) |
| --- | --- | --- |
| 1 | 7.1 | -225941.3770 |
| 2 | 9.3 | -129847.1424 |